The following is a DFT calculation (ωB97M-V/def2-TZVPD) of a 3-piece molecular cluster, C18H50BNO10P3S overall in a non-equilibrium geometry.

Geometry as XYZ:
```
84
C18H50BNO10P3S | the OMol25 dataset | ωB97M-V/def2-TZVPD
C -3.0559 -2.6969 -0.5663
C -1.5809 -3.2643 -1.0009
C -0.8700 -2.4750 -2.2502
C -1.0577 -0.8326 -2.2148
P -0.1025 -0.0138 -0.7791
S 1.1479 1.0916 -2.1911
C 0.9075 0.6511 0.7164
C 2.0260 -0.4714 1.2510
O 2.1280 -0.2522 2.7157
B -1.2495 1.5165 -0.6990
N -2.7615 1.5306 -0.8244
O -0.5973 2.8499 -0.4465
H -2.9001 -1.5783 -0.1800
H -3.5859 -3.2937 0.2911
H -3.7832 -2.6177 -1.5003
H -1.6501 -4.4364 -1.2139
H -0.8759 -3.1579 -0.0610
H 0.2938 -2.7313 -2.1823
H -1.2012 -2.8954 -3.3174
H -2.2097 -0.6299 -2.2351
H -0.6352 -0.4140 -3.2493
H 0.8725 -1.0771 -0.8865
H -0.8920 -0.7821 0.1591
H 2.4591 0.5256 -2.1702
H 0.1421 0.8915 1.5708
H 1.5574 1.5820 0.3785
H 1.6482 -1.5674 1.0908
H 3.0357 -0.2906 0.6801
H 1.2449 -0.6257 3.0638
H -3.1712 2.4878 -0.7603
H -3.2236 0.8499 -0.1753
H -0.8719 3.0885 0.5085
O 0.6966 8.6170 0.5974
P -0.4930 8.0964 -0.2458
O 0.4340 7.7006 -1.5626
C 1.1609 6.4855 -1.5035
C 0.2407 5.2816 -1.5696
O -0.9063 9.6344 -0.7377
C -0.5861 10.7862 0.0284
C 0.6839 11.4263 -0.5053
O -1.8223 7.5146 -1.1879
C -2.7865 8.3499 -1.8099
C -2.3007 8.8568 -3.1596
H 1.7723 6.4651 -0.5961
H 1.8432 6.4717 -2.3591
H -0.3926 5.2243 -0.6777
H 0.8184 4.3551 -1.6358
H -0.4250 5.3468 -2.4353
H -0.5143 10.5534 1.0954
H -1.4153 11.4922 -0.0819
H 1.5175 10.7170 -0.5303
H 0.9730 12.2846 0.1069
H 0.5344 11.7651 -1.5352
H -3.1004 9.1597 -1.1444
H -3.6772 7.7351 -1.9766
H -1.3488 9.3929 -3.0882
H -3.0385 9.5288 -3.6062
H -2.1300 8.0192 -3.8418
O -0.6140 -6.7194 2.6532
P 0.8406 -7.2182 2.8342
O 1.3771 -6.6065 1.3892
C 1.6652 -5.2199 1.3380
C 2.9041 -4.8777 2.1432
O 0.4583 -8.7446 2.2841
C -0.8546 -9.2771 2.3794
C -1.5853 -9.0920 1.0607
O 2.4658 -7.7756 3.0365
C 2.8696 -9.1287 2.8941
C 3.1326 -9.4843 1.4384
H 0.7985 -4.6498 1.6866
H 1.8281 -4.9593 0.2876
H 2.7345 -5.0467 3.2121
H 3.1789 -3.8280 2.0050
H 3.7482 -5.5071 1.8461
H -1.4049 -8.8445 3.2208
H -0.7581 -10.3476 2.5869
H -1.6000 -8.0430 0.7475
H -2.6157 -9.4496 1.1341
H -1.0782 -9.6459 0.2646
H 2.1580 -9.8091 3.3715
H 3.8083 -9.2386 3.4473
H 2.2653 -9.2955 0.7975
H 3.4045 -10.5390 1.3433
H 3.9474 -8.8739 1.0387
```

Values from the calculation:
LUMO level, eV: -0.3
Net charge: -1
Highest occupied orbital energy, eV: -3.7
Largest force on an atom, Eh/bohr: 0.18452